{"formula": "C39H44LaN7O9S2Sb", "method": "ωB97M-V/def2-TZVPD", "symbols": ["C", "S", "C", "C", "H", "La", "H", "H", "C", "C", "H", "C", "H", "H", "H", "H", "H", "C", "O", "H", "C", "C", "C", "N", "C", "H", "H", "C", "C", "C", "C", "H", "H", "O", "O", "H", "O", "C", "H", "C", "H", "N", "O", "C", "H", "H", "C", "H", "H", "H", "N", "H", "H", "C", "H", "N", "H", "H", "C", "S", "C", "H", "C", "H", "C", "H", "C", "H", "H", "C", "H", "H", "H", "N", "H", "C", "C", "H", "H", "C", "H", "C", "C", "C", "O", "C", "Sb", "N", "H", "H", "C", "N", "C", "C", "H", "H", "O", "H", "O", "C", "C", "O", "C"], "positions_angstrom": [[-18.18577, 2.57860, 9.21598], [-16.75346, -1.60506, 9.55802], [-18.99193, -6.18437, 11.73999], [-19.20343, -2.06117, 15.42783], [-13.76377, 4.19446, 8.24196], [-18.86122, -2.43315, 11.93752], [-20.24226, -1.88082, 15.62570], [-13.97179, -1.95330, 8.73166], [-18.88995, 1.02569, 13.39450], [-14.45666, 2.21542, 8.97325], [-18.24593, 1.32217, 5.95776], [-20.65105, -0.10458, 10.28716], [-21.81426, -3.54112, 13.73559], [-15.33736, 2.12559, 5.19674], [-21.46900, -6.39191, 5.50582], [-16.63946, 0.08970, 5.61662], [-23.02170, -2.46396, 6.25958], [-17.20967, 1.25230, 15.11537], [-20.65568, -7.74580, 8.81108], [-15.52746, 4.14426, 8.83445], [-14.35885, -2.40789, 12.61574], [-18.72310, 1.39140, 6.95303], [-21.49064, -5.48257, 6.13186], [-23.65786, -1.60045, 11.75197], [-23.18338, -0.75048, 10.76004], [-23.45049, -2.93953, 14.07241], [-11.94746, -1.90154, 10.16042], [-17.72196, 2.08312, 7.85472], [-17.86868, 1.76054, 13.99831], [-19.87204, -4.35017, 9.17688], [-22.63832, -2.32022, 12.26210], [-17.00161, -0.53313, 16.37923], [-14.69897, 2.22137, 10.02722], [-23.61557, 0.83148, 8.91903], [-25.33340, -0.21061, 9.92904], [-18.57967, -6.92713, 15.48886], [-19.47764, -0.44873, 10.71654], [-22.34206, -3.26465, 6.58544], [-19.38314, 1.36880, 12.47589], [-14.92286, -1.14340, 6.21908], [-24.63825, -1.81111, 11.88068], [-19.26868, -5.53160, 9.32022], [-20.92464, 0.74030, 9.38911], [-13.08404, 1.58924, 8.76100], [-13.79864, -0.97933, 6.27885], [-19.06366, -5.95033, 10.58474], [-20.80293, -5.42572, 7.31045], [-12.34890, 2.38193, 8.68640], [-13.87422, 1.24011, 5.78367], [-15.12614, -1.71646, 5.30361], [-19.09324, -3.09073, 14.37898], [-15.02606, 3.50943, 7.26129], [-22.81860, -4.39081, 4.83769], [-15.34656, -1.98362, 10.42873], [-19.51836, -8.20329, 11.38825], [-15.44066, -2.21536, 11.77709], [-22.61601, 0.88434, 9.08751], [-18.94243, -8.82994, 13.91259], [-18.81210, -5.43666, 13.91050], [-19.85755, -6.71787, 8.12906], [-20.77715, -4.26502, 8.06472], [-18.54524, -2.36968, 16.25359], [-18.84159, -4.33614, 14.87444], [-17.40331, 2.81123, 9.90135], [-18.77979, -6.76661, 14.39265], [-19.70630, 1.94850, 6.89854], [-22.27019, -4.38737, 5.76149], [-13.00790, 1.03751, 7.81097], [-19.06921, 0.45243, 7.37020], [-14.07542, -1.93194, 9.84345], [-15.27198, -1.73738, 7.07115], [-17.18040, 2.84619, 7.34200], [-16.38822, 1.78644, 15.57787], [-18.85596, -5.17929, 12.59662], [-21.72370, -2.34536, 8.47486], [-22.77918, -3.30415, 13.29984], [-14.83623, 1.11788, 5.26431], [-12.21231, -2.28938, 12.73807], [-17.63844, 2.74769, 13.54724], [-19.12609, -7.49808, 12.12226], [-14.64420, -2.73335, 13.62734], [-21.62608, -3.19245, 7.80299], [-17.53028, -0.06416, 15.53358], [-18.96751, -7.80970, 13.51189], [-19.63866, -3.34289, 9.91917], [-14.73217, 3.57139, 8.31995], [-15.94679, 0.69328, 8.18784], [-19.15368, -0.23423, 13.78670], [-23.28910, -4.13831, 12.84747], [-12.93709, 0.89147, 9.58003], [-15.62282, 0.14788, 6.03878], [-21.48899, -1.80907, 11.85285], [-21.80920, -0.83352, 10.92792], [-18.59335, -0.75145, 14.87895], [-14.56542, 0.80329, 4.26678], [-18.83886, 3.44981, 9.08182], [-16.65111, -2.23796, 12.35238], [-18.82688, 1.86107, 9.68777], [-18.67965, -7.13494, 7.43747], [-24.11870, 0.01612, 9.82451], [-12.93269, -1.99296, 10.69243], [-18.69387, -4.68044, 16.07633], [-13.09328, -2.16998, 12.07736]], "atomic_forces_ev_per_a": [[-1.16, 0.12, -0.97], [-0.73, -2.76, 1.47], [-0.22, -0.58, -0.95], [2.54, 0.03, -1.63], [-1.26, -0.46, 0.52], [-0.16, -0.15, 0.07], [-0.50, 0.14, 0.76], [-0.15, 0.30, 1.30], [1.25, -0.93, -0.11], [-1.15, 0.07, -1.64], [-0.72, -0.32, 0.35], [0.83, -0.02, -0.41], [0.05, -0.29, -0.05], [0.52, -0.90, -0.01], [-0.02, 0.57, 0.40], [0.33, -0.49, 0.29], [0.44, -0.23, 0.40], [-0.08, -1.69, -0.47], [0.55, 1.59, -1.32], [0.52, -0.24, -0.18], [-0.58, 0.70, -1.75], [-0.88, 1.09, 0.03], [-0.58, -0.96, -0.87], [-0.96, -0.62, -1.28], [0.76, 0.87, 0.25], [0.01, 0.10, 0.25], [-0.90, -0.15, 1.06], [1.40, -1.19, 0.93], [-0.60, 1.03, -0.33], [1.88, -0.85, 1.68], [0.95, 2.69, -0.12], [-0.41, 0.29, -0.47], [-0.05, 0.16, 0.28], [0.82, -0.36, 0.86], [2.07, 0.48, -0.20], [-0.46, 0.26, -1.39], [-2.42, 1.46, -1.08], [-0.42, 0.17, 0.32], [0.19, -0.15, 0.48], [1.06, -1.26, -1.08], [0.06, 0.10, -0.17], [-1.66, 0.10, -4.16], [0.03, -0.82, 1.00], [-0.69, 0.20, -0.52], [-1.24, -0.26, 0.12], [0.49, -0.39, 2.97], [-0.16, -0.35, -0.46], [0.58, 0.06, 0.43], [-0.07, 0.37, -0.21], [0.44, -0.42, 0.13], [-0.03, -1.13, 0.81], [-0.06, -0.20, 0.24], [-0.13, -0.09, -0.23], [-1.58, 0.34, -0.74], [0.61, -0.11, 0.16], [0.68, -0.09, 1.81], [-0.04, 0.05, -0.35], [-0.20, 0.29, -0.39], [0.15, -1.78, -1.05], [0.90, 1.85, 3.44], [-1.56, 0.40, -0.37], [-0.91, 0.10, 0.33], [-0.21, 1.30, 1.63], [0.80, 0.33, 0.40], [0.43, 0.63, 1.03], [1.03, -0.09, -0.24], [0.50, 0.34, 0.50], [-0.02, 0.00, 0.24], [0.36, -0.51, -0.16], [2.41, -0.58, 0.70], [0.10, 0.06, -0.22], [0.01, 0.89, -0.58], [-0.11, 0.04, 0.02], [-0.01, 0.94, 0.91], [0.29, -0.09, -0.13], [-0.63, -0.64, 0.68], [0.75, 2.01, 0.04], [-0.68, 0.12, -0.53], [-0.06, -0.68, 0.63], [-0.48, -0.74, 2.10], [0.38, 0.44, -0.60], [-0.09, -0.49, -1.46], [-0.64, 0.56, -0.08], [0.09, -0.03, -1.28], [-0.66, -1.19, -0.99], [1.55, 0.96, -0.36], [-0.18, 1.86, 0.05], [-0.87, 0.38, -0.15], [0.11, -0.90, 0.15], [0.56, -0.04, -0.03], [-1.22, 1.21, 1.43], [-0.87, -0.10, -0.50], [0.39, -0.29, -0.23], [0.63, 0.53, 0.93], [-0.12, -0.26, -0.64], [0.16, 0.22, 0.08], [1.89, -0.14, 0.05], [-0.19, -0.66, 0.25], [-0.23, -0.35, -0.93], [-1.86, -1.24, 1.02], [-0.99, 0.35, -2.02], [-0.10, 0.99, -0.80], [0.42, -0.90, 0.92]], "mulliken_charge": [-0.951, -0.357, 0.169, -0.974, 0.350, 2.122, 0.205, 0.064, -0.206, 0.001, 0.406, 1.148, 0.007, 0.216, 0.397, 0.551, 0.403, -0.496, -0.669, 0.272, -0.169, -1.283, -0.461, -0.063, -0.193, 0.403, 0.349, 0.250, -0.668, -0.271, 0.114, 0.354, 0.496, -0.551, -0.670, 0.361, 0.152, -0.667, 0.373, -1.371, 0.255, -0.409, -0.886, -1.119, 0.224, -0.100, -0.202, 0.442, 0.246, 0.487, 0.537, 0.169, 0.405, 0.283, 0.456, 0.059, 0.438, 0.371, 0.445, 1.144, 0.243, 0.343, -0.321, 0.389, -0.619, 0.341, -0.605, 0.148, 0.163, -0.385, 0.383, 0.491, 0.401, 0.135, 0.549, -1.331, -1.381, 0.331, 0.371, -0.668, 0.449, -0.174, -0.723, -0.367, 0.173, -1.224, 0.125, -0.253, 0.394, 0.221, 0.215, 0.260, -0.393, 0.873, 0.434, 0.429, -0.417, -0.305, -0.644, 0.464, -0.185, -0.824, -0.895], "total_charge": -1, "e_above_lowest_kcal_mol": 69.2, "homo_lumo_gap_ha": 0.19805}



{"formula": "C39H45N5O4PPtSSe", "method": "ωB97M-V/def2-TZVPD", "symbols": ["H", "C", "H", "C", "H", "H", "C", "H", "C", "H", "H", "C", "N", "C", "C", "C", "C", "C", "C", "C", "H", "H", "H", "C", "C", "H", "O", "H", "C", "C", "C", "H", "C", "H", "C", "C", "C", "H", "N", "H", "H", "H", "H", "H", "C", "N", "O", "H", "O", "C", "C", "H", "H", "H", "H", "S", "C", "C", "H", "H", "C", "H", "H", "H", "C", "C", "H", "C", "H", "H", "N", "Pt", "Se", "C", "C", "C", "C", "H", "H", "H", "H", "H", "C", "P", "H", "O", "H", "C", "N", "C", "C", "H", "C", "H", "H", "H", "H"], "positions_angstrom": [[-4.93753, 4.11993, 0.92004], [4.25721, -0.38337, 0.64405], [0.85172, -5.28798, 0.87426], [-1.08464, -3.86750, -1.32269], [1.51423, -1.67935, 2.15638], [0.21101, 4.02869, 4.68459], [4.52669, 1.11304, 0.80632], [1.48971, -2.73341, 0.51503], [-0.31102, 3.08586, 4.58470], [-1.48624, -4.80168, -1.70074], [5.17121, -0.93849, 2.52971], [-1.15073, -1.47179, -1.18762], [2.41335, 1.35644, -3.89552], [1.45883, -0.18983, -5.31039], [-3.19278, 3.05989, 0.25989], [1.17232, 0.84134, -3.41692], [-4.12874, 4.93021, -0.90045], [-0.89064, -0.03595, -4.52164], [0.06071, -3.85836, -0.54074], [-2.52998, -2.96177, 1.92623], [-3.55395, -1.79248, -2.29994], [0.95604, -0.12672, 2.75594], [2.00587, -0.80863, -6.96653], [-3.83127, -3.14270, 1.47749], [-1.99475, -1.68735, 1.99718], [2.35852, 1.58415, -6.00251], [3.81972, 0.22064, -5.55425], [-1.63530, -0.54301, -1.47514], [-2.19873, 3.79189, -1.68486], [-1.16236, 1.06031, 5.55676], [-4.59518, -2.04861, 1.10269], [3.18601, 1.10298, -3.28923], [3.09826, -0.40837, 2.86537], [2.57479, 1.54505, 3.62102], [2.05148, 1.48511, 0.91263], [1.74691, -0.61493, 2.17447], [3.36336, 1.09080, 3.01106], [-0.58309, 3.29573, 2.47030], [-2.21157, 2.94323, -0.64555], [3.54129, 2.80957, 1.71303], [-2.14436, -0.29316, 4.21864], [3.07001, -0.87346, 3.85713], [-1.91235, -3.81366, 2.17653], [5.04947, -0.83817, 0.04396], [-4.16833, 4.05693, 0.16219], [0.43777, 0.54083, -4.64631], [3.25525, -2.14985, -3.47890], [-5.60350, -2.19012, 0.73447], [1.13968, -0.73812, -6.52913], [2.92516, -0.57796, -0.08291], [3.38874, 1.72890, 1.62093], [-0.96914, -0.92438, -5.15138], [2.05311, 1.95388, -0.07381], [-4.87516, 5.70903, -0.98999], [5.48564, 1.28201, 1.31016], [0.29328, 2.05953, -2.36223], [0.00811, -1.40852, -0.37063], [-4.06280, -0.76866, 1.17593], [1.24745, 1.95506, 1.48914], [4.01699, -2.12139, 1.91261], [0.58883, -2.66210, -0.07108], [2.79556, -1.62984, -0.33139], [-0.95920, -1.56044, 2.28940], [-2.58363, -2.47844, -3.60219], [4.20558, -1.04790, 2.02258], [0.77191, -5.14427, -0.20648], [-1.31391, 0.42432, 6.41946], [-2.76142, -0.58119, 1.62723], [-3.45439, -3.54814, -2.50250], [-0.12997, 2.57953, 6.66139], [-3.21860, 2.16229, 1.30027], [-0.75372, 1.41261, -0.32458], [1.73774, -1.71631, -3.86133], [-3.12667, 4.79476, -1.84980], [-0.76030, 2.67565, 3.34222], [-2.88758, -2.61705, -2.56103], [1.75048, -0.01756, 0.74883], [-4.65242, 0.07964, 0.85167], [-1.39947, 3.62004, -2.39811], [-3.87814, 2.35373, 2.03919], [-4.24118, -4.14149, 1.39694], [0.24709, -6.00414, -0.62415], [-1.62715, 0.65147, 4.31401], [-1.95240, 1.03367, 1.50753], [2.93825, -0.06047, -1.04105], [1.28385, -0.39094, -2.69284], [4.58338, 1.58577, -0.17807], [2.66643, 0.75878, -5.30652], [0.45510, -0.19523, 0.06890], [-0.50148, 2.27073, 5.69256], [-1.41508, 1.45105, 3.19441], [-1.10290, -0.32544, -3.48895], [-1.68467, -2.65261, -1.65498], [1.78596, -5.13972, -0.61101], [4.31577, 1.26277, 3.52554], [-1.64882, 0.67784, -4.84981], [-3.05857, 5.44736, -2.70710]], "atomic_forces_ev_per_a": [[-0.01, 0.01, -0.01], [0.01, 0.02, -0.01], [0.01, 0.00, 0.00], [0.07, -0.02, 0.01], [-0.03, -0.04, -0.02], [-0.01, 0.01, 0.00], [-0.01, 0.00, -0.01], [0.00, 0.03, 0.04], [0.05, 0.01, -0.01], [-0.01, 0.00, 0.00], [-0.01, 0.00, 0.01], [-0.06, 0.01, 0.13], [0.07, 0.10, 0.07], [-0.03, 0.00, -0.10], [-0.15, 0.09, 0.04], [-0.05, 0.05, 0.03], [-0.06, 0.00, 0.09], [-0.06, -0.04, 0.10], [-0.06, -0.02, -0.05], [-0.01, 0.03, -0.04], [0.00, 0.01, -0.01], [-0.04, 0.07, 0.01], [0.04, 0.02, -0.01], [0.01, -0.02, -0.01], [0.05, 0.01, -0.03], [-0.02, -0.02, 0.00], [0.06, 0.00, -0.07], [0.04, -0.06, 0.03], [0.08, 0.05, -0.11], [0.00, -0.01, 0.04], [-0.02, 0.02, 0.02], [-0.05, -0.11, -0.04], [0.00, 0.03, 0.02], [-0.03, 0.03, 0.02], [-0.10, 0.01, -0.03], [0.00, -0.06, -0.03], [-0.02, 0.00, 0.01], [0.01, -0.01, -0.03], [0.26, -0.08, 0.05], [0.00, -0.01, 0.00], [0.00, -0.03, -0.02], [0.00, -0.01, -0.01], [0.00, -0.01, 0.00], [0.00, 0.00, 0.00], [-0.03, 0.00, 0.00], [0.04, 0.06, -0.18], [0.22, -0.01, 0.06], [0.00, 0.00, 0.00], [0.01, -0.03, 0.09], [0.03, -0.06, -0.01], [0.02, 0.01, 0.01], [0.02, 0.02, -0.04], [0.03, -0.01, -0.01], [-0.01, 0.00, 0.01], [0.00, 0.00, 0.01], [0.00, 0.07, 0.29], [-0.04, -0.11, -0.12], [-0.01, 0.00, -0.01], [-0.03, 0.01, 0.05], [0.00, 0.00, -0.01], [0.00, 0.04, 0.02], [0.02, 0.06, 0.00], [0.00, 0.03, 0.01], [0.00, 0.00, 0.01], [0.02, -0.02, 0.01], [-0.01, -0.03, 0.01], [0.00, 0.00, 0.01], [0.07, 0.06, 0.05], [0.00, 0.00, 0.00], [0.00, 0.00, 0.00], [0.00, -0.07, 0.06], [-0.15, 0.02, -0.41], [-0.20, -0.06, -0.03], [0.05, -0.03, -0.05], [0.06, -0.07, -0.03], [-0.02, -0.01, -0.01], [0.12, 0.00, -0.11], [0.00, 0.01, -0.01], [-0.03, 0.04, 0.00], [0.01, -0.03, -0.03], [0.01, 0.00, 0.00], [0.00, 0.00, 0.00], [0.03, 0.04, -0.10], [-0.03, -0.14, -0.08], [0.00, 0.02, 0.01], [-0.01, -0.03, 0.09], [0.00, -0.01, 0.00], [-0.10, -0.04, 0.05], [-0.03, 0.18, 0.25], [-0.01, -0.01, 0.05], [0.05, 0.00, 0.05], [0.04, 0.01, -0.12], [-0.05, -0.02, 0.06], [0.00, 0.01, -0.01], [0.00, -0.01, -0.02], [0.00, 0.03, 0.03], [0.01, 0.00, -0.01]], "mulliken_charge": [0.381, -0.026, 0.326, -0.992, 0.488, 0.406, -1.438, 0.564, -0.746, 0.282, 0.553, -0.880, -0.188, 0.649, 0.671, 0.274, -0.225, -1.014, 0.347, -0.491, 0.328, -0.508, 0.437, -0.681, 0.109, 0.348, -0.847, 0.186, 0.203, -0.702, -0.740, 0.250, 0.228, 0.331, -2.298, -0.414, -1.319, 0.244, 0.058, 0.310, 0.410, 0.327, 0.392, 0.339, -0.915, -0.201, -0.716, 0.409, -0.635, -0.709, 0.402, 0.387, 0.649, 0.419, 0.575, -0.948, 0.742, -0.951, -0.153, 0.499, -0.489, 0.830, -0.095, 0.274, -1.304, -2.039, 0.427, 0.493, 0.497, 0.388, 0.495, 2.529, 0.475, -1.085, -0.471, -2.138, 1.664, 0.385, 0.180, 0.344, 0.396, 0.444, -0.078, -0.796, -0.561, -0.117, 0.519, -0.212, -0.003, -0.508, 0.623, 0.245, 1.356, 0.337, 0.568, 0.193, 0.448], "total_charge": -1, "e_above_lowest_kcal_mol": 53.4, "homo_lumo_gap_ha": 0.17975}